[1]
{"formula": "C32H70B2MgO17S7", "method": "ωB97M-V/def2-TZVPD", "charge": 0, "e_tot_ha": -5577.37876, "de_lowest_kcal_mol": 29.5, "e_homo_ev": -9.46, "gap_ev": 9.262, "symbols": ["C", "C", "S", "S", "H", "S", "C", "C", "H", "H", "C", "C", "O", "C", "H", "C", "H", "H", "H", "H", "O", "H", "H", "C", "H", "H", "C", "S", "C", "S", "H", "H", "C", "C", "H", "H", "C", "H", "C", "H", "O", "C", "O", "C", "H", "H", "H", "H", "S", "H", "H", "O", "O", "Mg", "H", "H", "C", "H", "S", "C", "H", "O", "O", "O", "C", "C", "H", "O", "O", "H", "C", "O", "O", "H", "C", "H", "H", "C", "H", "H", "O", "H", "H", "O", "H", "C", "H", "H", "H", "H", "H", "H", "H", "B", "C", "H", "H", "H", "C", "H", "H", "H", "H", "H", "C", "H", "H", "H", "C", "C", "H", "H", "H", "C", "O", "B", "H", "H", "H", "H", "H", "H", "H", "C", "H", "H", "H", "H", "O"], "positions_angstrom": [[19.971, 12.319, 0.345], [15.299, 6.258, 6.976], [15.840, 6.339, -0.586], [19.921, 6.449, 1.956], [16.364, 8.331, 2.304], [13.325, 6.209, 3.045], [20.643, 8.129, 2.220], [18.370, 10.857, 1.642], [15.710, 4.250, 7.546], [19.866, 11.102, -1.525], [17.238, 12.725, 3.931], [19.333, 9.869, 5.659], [14.599, 6.601, 2.454], [18.898, 13.836, 5.289], [19.074, 9.983, 4.605], [17.105, 6.423, -1.893], [21.994, 8.611, 3.863], [11.706, 3.499, 1.318], [12.493, 9.454, 6.328], [19.684, 14.545, 5.538], [18.510, 6.373, 2.295], [17.361, 5.234, 4.035], [15.121, 5.179, 10.199], [12.845, 12.031, 3.793], [20.250, 5.932, 4.177], [17.490, 6.434, 8.796], [18.144, 10.652, 7.845], [18.184, 10.211, -0.039], [19.252, 11.538, -0.734], [17.353, 14.143, 6.186], [10.888, 4.371, 2.537], [16.561, 3.570, 4.007], [22.174, 6.449, 3.403], [16.830, 7.692, -2.685], [21.051, 12.373, 0.237], [17.578, 11.602, 1.765], [19.098, 7.720, 6.384], [12.291, 9.306, 3.955], [13.072, 4.456, 2.625], [19.768, 12.162, 2.569], [17.034, 15.537, 6.042], [13.729, 10.837, 3.470], [11.083, 11.841, 5.838], [13.128, 10.106, 5.739], [19.577, 13.314, 0.541], [17.041, 7.553, -3.742], [20.537, 10.787, 1.750], [18.629, 12.196, -1.344], [12.523, 11.808, 5.615], [13.257, 13.021, 3.621], [13.918, 4.213, 1.984], [20.378, 5.871, 0.715], [16.826, 10.412, -0.516], [16.540, 6.490, 2.651], [16.990, 4.943, 6.644], [16.363, 4.688, 2.539], [19.738, 11.523, 1.687], [13.072, 3.831, 3.514], [14.250, 6.496, 8.431], [18.441, 13.683, 3.835], [13.772, 10.587, 2.409], [13.194, 5.509, 8.499], [14.867, 5.303, -0.832], [12.951, 6.524, 4.398], [18.122, 9.757, 6.611], [21.950, 7.943, 3.006], [16.722, 12.639, 2.972], [19.228, 6.539, 6.456], [18.071, 8.376, 6.928], [22.529, 6.400, 4.431], [11.994, 6.833, 1.970], [13.428, 12.695, 6.328], [13.940, 7.910, 8.640], [20.874, 4.626, 3.166], [13.275, 9.645, 4.287], [14.030, 8.866, 4.207], [10.751, 5.775, 0.467], [15.556, 5.995, 9.625], [18.936, 10.284, 8.505], [14.728, 11.155, 3.787], [18.785, 8.904, -0.167], [19.275, 12.867, 5.626], [18.092, 14.591, 3.342], [19.943, 8.579, 5.770], [15.482, 5.139, 4.081], [11.757, 4.436, 1.879], [15.545, 13.944, 4.651], [17.502, 8.473, -2.321], [12.415, 5.655, 0.152], [11.850, 11.935, 3.358], [20.774, 8.559, 1.234], [15.585, 8.671, -0.279], [14.718, 7.845, -3.067], [16.715, 8.411, 3.374], [16.268, 13.219, 5.016], [17.633, 11.724, 4.126], [15.727, 12.383, 5.447], [19.940, 8.649, 2.865], [11.707, 5.682, 0.983], [12.267, 7.821, 1.600], [15.805, 7.206, 6.796], [14.039, 7.910, -0.601], [16.370, 9.448, 3.756], [17.869, 8.324, 3.414], [20.865, 5.704, 3.301], [19.996, 10.671, 5.988], [17.019, 5.455, -2.389], [15.365, 9.362, -2.473], [15.075, 7.954, -0.927], [16.807, 5.586, 8.803], [18.104, 10.086, 2.369], [18.289, 11.707, 7.629], [19.239, 13.279, 3.211], [16.279, 5.179, 7.435], [17.367, 13.515, 7.490], [16.456, 4.668, 3.667], [14.628, 5.993, 6.162], [22.837, 8.178, 2.417], [11.119, 7.001, 2.598], [14.117, 10.251, 6.175], [22.965, 6.090, 2.748], [18.049, 6.349, -1.353], [16.313, 7.541, 3.960], [15.453, 8.282, -2.385], [15.833, 6.807, 10.293], [17.331, 4.743, 9.252], [17.217, 9.973, 6.037], [17.219, 10.518, 8.406], [16.507, 6.373, 0.703]]}

[2]
{"formula": "C32H70GaO16P2", "method": "ωB97M-V/def2-TZVPD", "charge": -1, "e_tot_ha": -5072.73989, "e_homo_ev": -3.44, "gap_ev": 4.774, "symbols": ["C", "C", "H", "C", "C", "H", "H", "C", "C", "C", "H", "C", "O", "H", "H", "C", "C", "H", "H", "H", "H", "H", "H", "H", "H", "C", "O", "H", "H", "O", "O", "C", "C", "H", "H", "C", "O", "H", "C", "O", "O", "C", "C", "H", "C", "O", "H", "H", "H", "H", "C", "C", "C", "H", "C", "C", "O", "O", "H", "H", "H", "H", "H", "O", "H", "P", "H", "H", "H", "H", "H", "H", "H", "H", "H", "H", "H", "H", "H", "C", "H", "P", "H", "O", "H", "C", "H", "H", "C", "C", "H", "C", "H", "H", "H", "H", "C", "C", "H", "H", "O", "O", "C", "H", "H", "H", "H", "O", "H", "H", "H", "H", "O", "C", "H", "Ga", "H", "H", "H", "H", "H"], "positions_angstrom": [[-1.003, 6.686, 11.703], [-5.561, -4.776, -1.447], [5.225, 0.308, -4.498], [0.521, 1.067, 1.899], [2.449, 2.548, 1.642], [-7.567, -6.554, -1.942], [-3.769, 7.272, 10.964], [4.961, -0.092, -2.302], [-1.515, -4.660, -1.713], [-0.590, -2.424, -2.068], [2.260, 4.343, 2.746], [-2.203, 4.600, 6.576], [-0.987, 3.831, 3.363], [-0.819, -10.614, -6.668], [1.316, 4.302, 1.240], [-6.368, -7.056, -3.694], [5.968, 6.803, -2.772], [-3.691, 5.856, 9.892], [6.002, 6.905, -3.865], [0.913, -3.029, -3.449], [-1.855, -9.870, -7.900], [0.130, -5.671, -0.765], [-7.234, -8.257, -2.150], [3.146, 0.278, -1.218], [2.188, 1.796, -3.234], [-1.361, 8.026, 11.094], [4.100, 2.311, -3.688], [-3.768, -11.140, -4.867], [-1.438, 5.339, 6.819], [3.612, 2.666, 1.363], [7.562, 4.998, -5.047], [-0.339, -5.613, -1.748], [5.525, -0.408, -3.716], [-0.106, 6.283, 11.231], [-0.820, 6.788, 12.774], [1.630, 3.722, 2.109], [6.812, 2.630, -5.737], [-5.497, -11.048, -4.638], [-4.785, -9.492, -5.886], [-5.677, -7.231, -1.367], [1.849, 1.362, 1.458], [-3.588, 5.205, 6.507], [3.461, 0.330, -2.283], [6.635, -0.411, -3.687], [-2.344, -9.311, -5.881], [-5.845, -8.959, -6.071], [6.106, -1.495, -1.099], [-2.174, 3.852, 7.369], [0.429, -5.281, -2.448], [-4.730, 7.244, 9.506], [5.063, -1.430, -1.457], [4.895, 5.518, -0.332], [-1.376, 4.503, 4.281], [3.002, -1.090, -3.960], [-6.799, -7.263, -2.257], [-0.154, -2.807, -3.458], [8.627, 2.783, -3.861], [-4.304, -6.173, -0.019], [-4.330, 4.433, 6.293], [-1.706, -8.429, -5.892], [0.473, -0.018, 1.991], [-4.837, -4.478, -2.205], [-0.312, 1.077, -0.084], [-2.779, 7.627, 7.895], [3.072, 2.468, -1.852], [7.219, 3.441, -4.506], [-6.560, -4.772, -1.879], [-1.797, 5.953, 11.558], [1.548, -0.347, -3.234], [-0.699, -3.650, -3.879], [-2.466, -11.202, -6.937], [8.815, 2.027, -4.428], [-5.627, -7.798, -3.977], [-7.220, -7.139, -4.368], [-0.664, -6.613, -2.042], [5.032, 6.549, 0.043], [-0.478, 2.611, 0.753], [-2.316, -9.702, -4.862], [6.958, 6.497, -2.371], [2.560, -0.719, -3.017], [-2.277, 6.320, 3.647], [4.709, 5.488, -2.227], [4.740, -2.316, -2.026], [-0.415, -1.314, -1.648], [4.434, -1.322, -0.549], [-1.390, 6.005, 4.195], [4.078, 4.973, 0.166], [6.851, 5.332, -5.592], [-4.704, -10.904, -5.370], [-2.675, 7.545, 9.089], [2.492, -1.585, -2.326], [3.190, 1.804, -2.741], [5.695, 7.760, -2.293], [-4.853, -11.594, -6.201], [-5.908, -6.077, -3.839], [-3.664, 5.948, 5.713], [-0.508, 1.529, 0.890], [-3.772, 6.943, 9.927], [-1.363, 6.505, 5.161], [5.823, 4.945, -0.109], [-1.533, 7.926, 9.677], [-1.117, -3.363, -1.262], [-1.840, -10.309, -6.902], [5.217, -1.423, -4.042], [-0.502, 6.325, 3.651], [6.110, 2.678, -1.585], [-2.033, -4.596, -2.673], [-1.875, 3.903, 5.371], [0.341, 1.474, 2.896], [-0.536, 8.723, 11.243], [-2.237, 8.480, 11.562], [-5.564, -4.039, -0.645], [-3.657, -8.845, -6.212], [-5.149, -6.104, -0.869], [-1.513, 1.250, 1.211], [5.455, 3.339, -2.886], [5.620, 0.621, -1.787], [-0.336, -1.961, -4.118], [-3.842, 5.684, 7.446], [-2.247, -5.016, -0.988], [0.751, 3.452, 2.703]]}

[3]
{"formula": "C32H70N6O7", "method": "ωB97M-V/def2-TZVPD", "charge": 4, "e_tot_ha": -2114.69532, "de_lowest_kcal_mol": 48.2, "e_homo_ev": -12.46, "gap_ev": 2.135, "symbols": ["H", "O", "H", "C", "H", "N", "H", "H", "H", "H", "H", "H", "O", "O", "H", "H", "C", "H", "H", "C", "C", "H", "H", "N", "H", "C", "H", "C", "H", "H", "H", "C", "H", "N", "H", "C", "H", "H", "H", "C", "H", "C", "H", "H", "O", "C", "H", "H", "C", "H", "H", "H", "H", "H", "C", "H", "C", "N", "N", "H", "O", "C", "H", "C", "H", "H", "H", "H", "H", "C", "H", "C", "H", "N", "H", "H", "H", "H", "H", "H", "C", "H", "C", "H", "C", "H", "H", "C", "C", "C", "C", "H", "C", "O", "H", "C", "O", "C", "H", "C", "H", "H", "H", "H", "H", "H", "C", "H", "H", "C", "C", "H", "H", "H", "H"], "positions_angstrom": [[1.432, -3.969, 3.847], [-0.574, 0.835, -1.580], [1.731, -4.640, -7.188], [0.935, -5.055, 5.742], [4.650, 9.260, 1.182], [-1.267, -5.649, -5.872], [0.231, -3.169, 9.460], [6.746, 0.113, -1.995], [-6.691, 1.262, -1.960], [1.863, 6.434, -0.221], [-3.598, -5.488, -4.683], [4.043, 8.966, -1.690], [0.079, -0.850, -2.525], [1.370, 9.604, 2.128], [1.577, -5.837, 6.148], [0.305, -4.442, -8.171], [-0.194, -4.171, 9.514], [2.389, 7.116, -2.412], [-0.180, 7.670, 2.479], [0.786, -3.011, 6.991], [-0.644, 8.978, -0.156], [-0.186, -6.011, 8.417], [1.520, -5.627, -5.104], [-0.415, -0.346, -1.569], [-9.619, 2.336, 1.092], [1.156, 7.176, -0.593], [-0.545, -7.964, -7.299], [-6.808, 1.377, -0.883], [3.734, 7.729, -0.467], [-1.256, -3.976, 9.365], [0.701, -7.246, -8.251], [4.619, 0.298, -0.564], [2.689, -3.961, 5.101], [0.182, -4.381, 6.928], [2.891, 11.204, -1.492], [1.110, -2.654, 5.540], [-1.625, 8.530, 0.000], [-0.649, 9.888, 0.445], [0.251, -3.777, -6.539], [-0.614, -6.814, -3.799], [-7.546, 0.714, -0.431], [0.571, -7.501, -4.491], [-1.953, -3.716, 7.252], [7.443, 1.524, -2.252], [-0.882, -1.055, -0.640], [-2.796, -5.662, -3.965], [1.097, -4.843, 11.085], [1.482, 8.605, -2.148], [2.063, 7.827, -1.652], [0.304, -8.468, -4.917], [1.365, -7.782, -3.799], [3.687, 10.648, 1.751], [-3.202, -8.250, -4.657], [0.134, -2.508, 5.076], [-0.187, -7.002, -7.668], [-1.728, -5.394, 6.693], [5.557, 1.417, -1.068], [1.700, 9.002, 0.923], [-8.808, 3.100, -0.891], [1.757, -3.138, 7.472], [-6.550, 3.643, -0.184], [2.819, 9.603, -0.049], [3.760, 0.837, -0.164], [0.642, -4.594, -7.146], [-0.993, -7.329, -2.916], [-0.647, 9.232, -1.216], [5.771, 2.344, -3.618], [-9.489, 4.049, 0.912], [1.252, 10.791, -1.261], [0.532, 8.104, 0.402], [-10.716, 3.266, -0.063], [-2.458, -7.838, -5.339], [-5.769, 1.309, -0.560], [6.541, 1.070, -2.242], [-0.543, -5.658, 10.976], [5.032, 0.643, -3.732], [1.393, -5.249, 8.397], [-0.192, -5.973, -3.249], [-1.537, -3.849, 5.678], [4.368, -0.417, -1.347], [0.027, -4.731, 10.912], [1.540, -1.719, 5.182], [1.614, -3.933, 4.921], [0.089, -5.559, 5.276], [1.076, -6.506, -5.572], [-1.699, -8.609, -5.473], [0.733, 6.316, 1.725], [3.276, 8.527, -1.052], [-1.827, -6.500, -4.808], [-9.720, 3.138, 0.361], [4.036, 10.106, 0.872], [1.998, 11.609, 0.011], [-0.005, 7.102, 1.565], [5.673, 2.478, -0.496], [5.111, -0.230, 0.253], [2.203, 10.836, -0.730], [-2.144, -4.897, -6.635], [5.921, 1.264, -3.624], [0.102, -2.398, 7.577], [0.089, -5.961, -6.569], [-2.922, -7.718, -6.318], [4.698, 10.704, 0.245], [-0.387, -4.064, 11.668], [1.945, -6.990, -6.019], [6.723, 0.821, -4.215], [-2.485, -4.652, -3.699], [-7.336, 2.779, -0.532], [-8.989, 4.006, -1.298], [-0.904, 6.557, 1.277], [0.323, -5.051, 8.335], [-1.357, -4.372, 6.617], [-9.082, 2.492, -1.650], [-0.994, -6.685, -8.327], [-3.148, -5.967, -2.980], [0.419, 6.569, -1.118]]}

[4]
{"formula": "C32H71AsBrMgN4O8SSi4", "method": "ωB97M-V/def2-TZVPD", "charge": -1, "e_tot_ha": -8649.42265, "de_lowest_kcal_mol": 40.7, "e_homo_ev": -5.63, "gap_ev": 7.701, "symbols": ["O", "H", "H", "H", "H", "C", "C", "H", "H", "Si", "H", "C", "H", "H", "C", "C", "H", "C", "C", "H", "C", "H", "C", "H", "Mg", "H", "H", "S", "H", "C", "H", "C", "H", "H", "H", "H", "H", "H", "C", "C", "H", "H", "H", "C", "O", "C", "N", "C", "Si", "H", "C", "H", "O", "H", "C", "H", "H", "O", "H", "C", "C", "H", "C", "H", "H", "O", "C", "Si", "O", "N", "C", "N", "H", "Si", "C", "H", "H", "H", "H", "H", "C", "H", "H", "H", "C", "H", "N", "O", "H", "H", "H", "H", "H", "H", "H", "H", "H", "H", "C", "C", "O", "C", "H", "H", "Br", "H", "H", "C", "H", "H", "H", "C", "As", "H", "H", "H", "H", "H", "H", "H", "H", "C", "H"], "positions_angstrom": [[-0.601, -0.413, 1.734], [-2.090, 4.763, 0.209], [7.074, -2.700, 0.919], [4.118, -0.710, -6.081], [-2.796, 5.428, -1.979], [0.029, -5.224, -2.575], [-5.033, 3.614, -0.925], [5.886, -3.609, 4.249], [-4.759, 4.239, -1.776], [-3.563, 2.761, -0.098], [-4.497, 0.526, 0.447], [3.854, 1.010, 4.356], [1.158, -2.006, 2.286], [6.058, -1.422, 5.495], [4.741, -3.912, 1.625], [0.284, 4.143, -1.468], [-5.589, 2.633, -3.710], [2.875, 0.618, -4.912], [-2.577, 4.031, 0.855], [3.174, 0.801, 5.178], [-0.232, -2.991, -1.239], [-0.061, 4.103, -4.788], [5.263, -0.677, 5.538], [2.075, -3.503, 2.009], [-0.550, -0.159, -0.246], [1.309, -1.525, -4.084], [6.986, -4.028, 2.936], [-0.242, 1.021, 2.103], [5.502, -4.477, 1.078], [6.384, -3.218, 3.361], [1.210, 4.200, -2.046], [3.977, -0.428, -5.036], [-0.084, -1.140, -3.059], [-1.195, 2.761, -4.965], [2.254, -4.090, 5.141], [3.663, 2.631, -3.596], [4.273, -4.595, 2.334], [4.979, 2.224, -1.559], [4.873, -0.135, 4.154], [2.635, -2.416, 3.853], [-3.434, 1.112, 1.734], [4.415, -1.116, 6.064], [3.844, -3.387, 5.417], [0.495, -4.099, -1.721], [0.042, 1.576, 0.707], [-4.654, 2.369, -4.208], [2.494, 0.932, -3.543], [-1.696, -2.630, -1.362], [-3.737, 1.013, -3.259], [5.626, 0.156, 6.150], [3.262, 1.949, -2.841], [4.930, -0.056, -4.660], [0.954, 1.065, 2.926], [-5.596, 0.502, -1.651], [-0.439, 3.194, -4.309], [5.057, 0.768, -2.555], [3.192, 1.552, -5.384], [-1.382, 1.696, 2.695], [4.403, 1.923, 4.609], [-4.203, 1.408, 1.019], [-4.968, -0.062, -2.342], [2.697, -4.443, -1.430], [3.121, -3.646, 4.640], [3.235, 1.219, 3.483], [6.662, -1.069, 1.449], [-2.481, -3.513, -1.688], [1.850, -1.531, 4.831], [-1.125, 3.634, -2.604], [-0.255, -5.134, -3.731], [1.110, 0.481, -1.692], [1.631, -2.860, 2.773], [0.567, -2.166, -0.588], [5.935, 0.874, 2.522], [4.111, -1.504, 3.055], [1.790, -3.877, -1.295], [-4.894, 1.973, -5.199], [2.428, -1.296, 5.727], [-2.399, -0.930, -4.045], [-1.592, 5.960, -3.152], [0.387, 2.484, -4.231], [5.413, -2.700, 2.291], [-4.440, -0.833, -1.778], [-5.621, -0.552, -3.071], [5.645, -1.884, 0.278], [-2.894, -0.088, -4.528], [0.425, 3.445, -0.640], [1.781, -2.703, -0.636], [0.018, -6.433, -1.951], [0.972, -2.100, 5.154], [-5.503, 4.257, -0.174], [-2.970, 4.988, -3.676], [-3.266, 4.568, 1.515], [-3.666, -0.491, -5.192], [-5.079, 1.772, 1.567], [3.721, -1.327, -4.474], [3.976, -3.609, 0.909], [6.481, 1.291, 4.149], [3.563, -4.422, 4.015], [6.243, -2.034, 1.177], [1.467, 0.284, -2.908], [-1.929, -1.405, -1.118], [6.132, 0.468, 3.517], [6.950, -0.250, 3.443], [0.150, -6.279, -1.010], [3.309, -0.417, 1.233], [-2.164, 0.439, -5.145], [-4.088, 3.289, -4.351], [0.679, -0.718, -3.704], [7.076, -2.437, 3.683], [2.540, -2.214, -0.178], [1.681, 1.142, -1.170], [-2.247, 5.129, -2.872], [-2.136, 1.727, -1.699], [0.835, -3.433, 3.259], [1.493, -0.609, 4.372], [4.010, 0.819, -1.140], [0.098, 5.132, -1.043], [-1.821, 3.539, 1.466], [2.573, 2.545, -2.237], [-5.782, 2.896, -1.263], [1.994, 0.291, -5.460], [4.390, 1.405, -1.975], [0.183, -0.250, -4.555]]}